1.
# C4H12

A cluster of 2 separate species, C4H12 in total (the ωB97M-V functional and the def2-TZVPD basis, the OMol25 dataset).

Atoms and positions in Å:
C1 -0.698 -1.824 2.325
C2 -1.284 -0.463 2.341
H1 -0.491 -2.282 1.238
H2 0.266 -1.716 2.746
H3 -1.367 -2.569 2.787
H4 -1.929 -0.396 1.589
H5 -0.662 0.418 2.136
H6 -1.800 -0.101 3.264
C3 0.495 1.663 -2.438
C4 1.555 0.562 -2.161
H7 -0.138 1.772 -1.549
H8 0.942 2.599 -2.800
H9 -0.192 1.405 -3.288
H10 1.454 -0.232 -2.918
H11 1.311 0.042 -1.228
H12 2.539 1.122 -2.043

Cartesian forces, eV/Å:
0.36 -1.60 -2.22
0.88 1.99 2.40
-0.58 1.37 2.08
1.00 -0.87 0.94
0.61 0.35 0.20
-3.39 0.36 -3.00
0.86 -0.62 -0.01
0.26 -0.97 -0.40
-0.71 -0.54 -0.92
-0.14 0.92 0.15
0.18 0.56 -0.29
-0.08 -0.12 0.66
0.49 -0.13 0.81
0.92 0.51 0.00
0.25 0.29 0.02
-0.90 -1.50 -0.42

For the total energy, the calculation gives -159.54510 a.u. As for the total charge: 0. Its energy relative to the best compared isomer or geometry (same formula, charge and spin) is 25.0 kcal/mol.

Atomic partial charges in e from the natural (NBO) method, atoms 1 to 5: -0.61, -0.61, 0.20, 0.21, 0.21

=====

2.
# C3H5BrS

A structure of composition C3H5BrS (the ωB97M-V functional and the def2-TZVPD basis, the OMol25 dataset).

Atoms and positions in Å:
C1 -1.541 -0.212 0.264
C2 -1.537 0.489 -0.843
C3 2.294 -0.426 0.515
S1 2.241 -0.630 -1.087
Br1 2.849 1.267 1.150
H1 -2.417 -0.140 0.836
H2 -0.716 -0.882 0.513
H3 -0.838 0.377 -1.657
H4 -2.207 1.214 -1.048
H5 1.872 -1.056 1.357

Cartesian forces, eV/Å:
0.95 -0.44 -0.62
2.23 -1.50 -0.52
-0.87 0.20 -0.49
-0.04 -0.69 1.17
0.15 -0.03 0.56
-0.65 0.07 1.43
-0.54 -0.08 -0.02
0.71 -0.09 0.21
-2.69 2.05 -0.49
0.75 0.52 -1.25

For the total energy, the calculation gives -3089.42381 a.u. As for the total charge: 0. Its energy relative to the best compared isomer or geometry (same formula, charge and spin) is 40.9 kcal/mol.

Atomic partial charges in e from the natural (NBO) method, atoms 1 to 5: -0.39, -0.36, -0.45, 0.13, 0.08